2 unconnected molecules or ions with the total composition CH8N3O in a non-equilibrium geometry, computed with ωB97M-V with the def2-TZVPD basis set.

The geometry in XYZ format:
```
13
Properties=species:S:1:pos:R:3:forces:R:3:lowdin_charge:R:1
O -1.520658 0.870938 2.085886 0.590 -0.544 -0.381 -0.0543
N 0.067999 -1.136539 -1.603029 1.032 1.364 0.004 0.2487
N 1.580987 -0.349156 0.135833 -0.511 -0.514 -0.994 0.2393
N -0.226042 0.886581 -0.449368 -0.109 -0.243 -0.008 0.3346
C 0.276548 -0.419017 -0.409639 0.060 -0.016 -0.189 -0.6157
H 2.011970 0.552624 0.250503 0.385 -0.045 0.015 0.1280
H 0.794898 -1.015476 -2.302902 -0.235 -0.427 -0.205 0.1356
H 0.003673 1.371556 -1.328326 -0.018 -0.183 -0.178 0.1218
H 1.931113 -1.169645 0.604201 0.037 0.185 0.647 0.1351
H -0.854666 -1.421711 -1.897939 -0.092 -0.125 0.153 0.1356
H -1.951707 1.719533 2.105124 -0.429 0.505 0.262 0.0389
H -0.952219 0.948357 1.304763 -0.403 0.195 0.445 -0.0436
H -0.352499 -0.926065 0.341077 -0.306 -0.151 0.431 0.1959
```
Forces are in eV/Å.

charge: +1
ΔE to the lowest compared entry with this formula, charge and spin: 672.6 kJ/mol
gap between HOMO and LUMO: 5.5 eV
LUMO energy: -9.16 eV
multiplicity: 1